# 1
19
Properties=species:S:1:pos:R:3:forces:R:3:lowdin_charge:R:1 method="wB97M-V/def2-TZVPD" gap_ev="7.45 / 6.79" e_above_lowest_ev=0.0000 multiplicity=3 e_lumo_ha="-0.04014 / -0.08843"
C -0.654 2.092 -0.710 -0.924 -0.346 1.659 0.019
C 0.307 1.945 -1.696 0.070 -2.041 -0.738 -0.095
C -1.275 0.991 -0.159 1.337 -1.354 -1.563 -0.080
C 0.553 0.676 -2.210 -1.587 1.789 1.227 0.111
C -0.863 -0.342 -0.591 -0.528 -0.851 0.700 -0.407
C 2.550 1.208 0.283 1.904 1.859 -0.188 -1.186
C 0.174 -1.698 -2.291 0.922 -1.453 3.205 -0.008
N -0.127 -0.363 -1.777 1.662 -0.040 -1.200 -0.084
N -2.253 1.079 0.852 -1.341 0.906 0.955 -0.355
O -1.003 -1.456 -0.127 -0.963 0.556 0.990 0.067
O -2.322 2.164 1.422 -0.009 -0.138 0.176 0.059
O -3.019 0.154 1.057 0.602 0.148 -0.205 0.110
S 3.884 2.102 0.165 -1.647 -1.104 0.124 0.627
Cl 2.224 -0.366 0.634 -0.137 -0.757 0.203 0.686
H -0.901 3.048 -0.219 0.251 -0.372 -0.669 0.145
H 0.829 2.758 -2.025 1.278 1.929 -0.872 0.073
H 0.865 -2.313 -1.499 -1.769 1.577 -1.799 0.146
H -0.786 -2.222 -2.349 0.548 -0.080 -0.494 0.107
H 0.759 -1.538 -3.147 0.329 -0.227 -1.511 0.066

---

# 2
22
Properties=species:S:1:pos:R:3:forces:R:3:lowdin_charge:R:1 method="wB97M-V/def2-TZVPD" gap_ev="6.62 / 4.69" e_above_lowest_ev=4.0297 multiplicity=5 e_lumo_ha="-0.58518 / -0.74287" charge=+4
Rh -1.988 -2.666 -2.342 2.207 0.304 0.034 0.690
Bi -0.704 -0.917 -0.215 0.218 1.776 -7.497 1.266
Cl -0.698 -0.666 -2.595 -0.281 0.737 -3.304 0.279
Cl -0.338 -3.232 -0.703 0.256 -2.485 -0.087 0.272
C -0.752 -1.222 1.605 -1.293 -2.108 13.687 -0.412
C -3.243 -2.113 -3.579 -5.011 1.962 -4.949 -0.148
C -2.949 -4.213 -2.032 -3.923 -6.049 1.141 -0.144
O -0.793 -1.418 2.737 0.516 0.314 -2.414 0.322
O -4.028 -1.758 -4.340 3.150 -1.378 3.044 0.312
O -3.549 -5.171 -1.826 2.444 3.826 -0.813 0.314
N 3.377 3.740 3.393 3.398 3.207 4.814 0.573
C 2.799 3.199 2.556 -3.370 -3.170 -5.101 0.204
C 2.042 2.482 1.554 0.237 -0.385 -0.501 -0.100
C 0.654 2.524 1.616 -0.648 0.189 0.411 0.087
C -0.082 1.698 0.777 1.504 0.084 0.367 -0.079
N 0.545 0.844 -0.086 1.141 2.138 0.957 -0.187
C 1.899 0.825 -0.222 -0.288 1.118 1.685 0.002
C 2.676 1.664 0.603 -0.031 -0.289 -0.135 0.116
H 0.141 3.105 2.376 -0.074 0.094 -0.172 0.170
H -1.150 1.631 0.957 -0.152 0.136 -0.489 0.141
H 2.386 0.068 -0.817 -0.099 -0.005 -0.416 0.155
H 3.756 1.596 0.583 0.097 -0.015 -0.261 0.165

---

# 3
68
Properties=species:S:1:pos:R:3:forces:R:3:lowdin_charge:R:1 method="wB97M-V/def2-TZVPD" gap_ev="5.44 / 3.29" e_above_lowest_ev=0.0000 multiplicity=5 e_lumo_ha="0.01209 / -0.09310"
Pt 0.070 -0.511 -0.126 -1.803 -0.561 -1.044 0.759
P -0.987 -1.570 -1.681 1.976 0.722 0.692 0.475
P 0.907 1.385 2.293 0.738 -0.419 -2.244 0.578
N 1.744 -1.324 0.349 1.363 0.158 0.407 -0.155
H -1.752 3.741 -2.308 0.659 0.876 2.596 0.123
C -0.282 -0.861 -3.231 -0.432 -0.501 -0.110 -0.266
H -0.770 -1.379 -4.066 0.193 0.253 -0.234 0.039
H 0.804 -1.039 -3.264 -0.453 0.108 0.090 0.045
H -0.490 0.218 -3.264 0.103 -0.389 -0.001 0.011
C -2.757 -1.402 -1.911 -0.382 -0.562 -0.473 -0.277
H -3.010 -1.943 -2.836 -0.386 0.180 0.200 0.045
H -3.015 -0.336 -1.998 0.163 -0.411 0.090 0.029
H -3.265 -1.846 -1.049 -0.042 0.130 -0.233 0.044
C -0.478 -3.310 -1.744 -0.862 -0.133 -0.610 -0.276
H -1.034 -3.764 -2.582 0.389 -0.444 0.277 0.039
H -0.742 -3.769 -0.779 0.173 -0.006 -0.454 0.039
H 0.613 -3.351 -1.907 -0.566 0.042 0.151 0.050
C 2.127 2.687 2.423 -0.016 0.093 0.754 -0.169
H 2.262 2.873 3.491 0.212 0.268 0.033 0.055
H 1.790 3.604 1.921 0.176 -0.455 0.213 0.011
H 3.079 2.343 2.008 -0.223 -0.011 -0.041 0.072
C -0.636 1.930 3.037 0.226 -0.075 0.511 -0.158
H -0.405 2.853 3.586 -0.400 -0.178 0.037 0.057
H -0.963 1.137 3.723 -0.263 0.423 -0.146 0.057
H -1.362 2.106 2.225 0.355 -0.227 0.372 0.044
C 1.601 -0.063 3.147 -0.239 0.318 0.339 -0.183
H 1.940 0.276 4.142 -0.084 -0.247 -0.278 0.057
H 2.450 -0.461 2.557 -0.584 0.260 0.260 0.053
H 0.820 -0.834 3.268 0.430 0.249 -0.152 0.054
C 2.346 -2.464 0.645 -0.149 -1.058 -0.371 -0.463
C 4.355 -3.839 0.494 -0.317 -0.476 0.397 -0.126
C 3.655 -2.725 0.104 -0.608 0.501 0.176 -0.064
C 1.737 -3.464 1.481 0.256 0.556 -0.222 -0.077
C 2.475 -4.556 1.891 0.774 -0.019 -0.255 -0.126
C 3.790 -4.743 1.419 -0.026 -0.195 0.042 -0.126
H 5.348 -4.014 0.088 -0.084 -0.063 0.107 0.093
H 4.045 -1.985 -0.607 -0.050 -0.368 0.376 0.101
H 0.708 -3.306 1.815 0.328 0.004 -0.117 0.090
H 2.034 -5.274 2.578 0.104 0.018 -0.103 0.092
H 4.371 -5.608 1.755 -0.244 0.318 -0.142 0.086
C -2.287 2.682 -1.561 -0.045 0.807 0.674 -0.645
O -1.599 1.866 -0.946 0.565 0.097 0.135 -0.075
C -1.992 2.836 -3.075 -0.213 -1.571 -2.374 -0.089
H -2.642 3.539 -3.612 -0.045 -0.546 -0.293 0.121
H -2.188 1.764 -3.337 -0.442 -0.142 -0.764 0.107
H -0.938 2.881 -3.420 -0.178 0.290 0.290 0.125
C -3.605 3.188 -1.076 -0.431 0.847 -0.634 -0.026
H -3.638 4.308 -1.107 -0.229 -0.902 0.196 0.092
H -3.796 2.809 -0.060 0.062 0.222 -0.484 0.092
H -4.349 2.803 -1.796 -0.259 0.155 0.518 0.088
C -4.921 7.937 1.894 -0.311 0.188 0.087 -0.052
C -3.761 7.102 1.440 0.069 -0.392 0.217 -0.268
C -2.890 7.591 0.468 0.619 -0.423 -0.161 -0.024
C -1.787 6.834 0.047 -0.519 0.221 0.095 -0.049
C -1.588 5.583 0.622 0.128 -0.128 0.000 -0.311
C -2.430 5.077 1.594 -0.248 -0.177 0.244 -0.075
C -3.534 5.833 1.998 0.388 0.362 -0.387 -0.020
S -0.170 4.588 0.016 0.748 1.661 -0.043 0.892
O -0.185 4.851 -1.424 0.210 -0.346 0.277 -0.361
O 1.023 5.065 0.748 -1.101 -0.542 -0.418 -0.358
O 0.676 1.180 0.798 0.703 1.764 2.038 -0.597
H -4.589 8.885 2.333 0.022 -0.191 -0.079 0.089
H -5.586 8.190 1.061 0.114 -0.071 0.083 0.087
H -5.511 7.410 2.646 0.023 0.058 -0.058 0.076
H -3.066 8.572 0.030 0.059 -0.166 0.079 0.121
H -1.116 7.210 -0.719 -0.085 -0.098 0.097 0.119
H -2.239 4.093 2.030 -0.120 0.340 -0.164 0.095
H -4.220 5.450 2.747 0.115 0.005 -0.062 0.115